# 1
C4H8O2 | ωB97M-V/def2-TZVPD

Structure (ORCA input):
```
! RIJCOSX wB97M-V def2-TZVPD def2/J DEFGRID3
* xyz 0 1
C 1.544 0.129 -0.253
C 0.160 -0.112 0.346
O 0.357 -0.778 1.574
C -0.825 -0.764 -0.646
O -1.636 0.400 -0.908
C -0.772 1.098 0.451
H 1.465 0.613 -1.233
H 2.076 -0.823 -0.381
H 2.145 0.764 0.406
H -0.452 -0.646 2.086
H -1.394 -1.588 -0.199
H -0.397 -1.087 -1.596
H -1.948 0.743 0.226
H -0.323 2.051 0.127
*
```

---

# 2
C4H8O2P | ωB97M-V/def2-TZVPD

Structure (ORCA input):
```
! RIJCOSX wB97M-V def2-TZVPD def2/J DEFGRID3
* xyz -1 1
O -2.797 0.344 -0.679
P -1.415 -0.037 -0.281
O -1.515 -0.477 1.288
C -0.309 -1.382 -0.838
C 0.959 -0.988 -0.070
C 0.955 0.599 0.460
C -0.184 1.291 -0.204
H -0.829 -1.213 1.395
H -0.187 -0.996 -1.937
H 1.134 -1.675 0.856
H 1.772 -0.922 -0.826
H 0.868 0.592 1.531
H 1.952 1.096 0.390
H -0.378 2.278 0.181
H -0.026 1.489 -1.267
*
```

---

What relative energy (zero: lowest compared OMol25 entry of this formula, charge and spin) values result from the calculations? In sequence: 116.0, 36.1 kcal per mole.
What gap between HOMO and LUMO values result from the calculations? In sequence: 0.3667, 0.2543 Eh.
What HOMO values result from the calculations? In sequence: -9.182, -2.816 eV.